{"formula": "C35H56BrClFI2NO12P", "method": "ωB97M-V with the def2-TZVPD basis set", "symbols": ["C", "C", "C", "C", "P", "C", "C", "C", "C", "C", "F", "Cl", "C", "N", "C", "C", "O", "Br", "C", "I", "C", "C", "C", "C", "C", "C", "C", "O", "O", "C", "C", "O", "C", "I", "C", "C", "O", "C", "C", "O", "H", "H", "H", "H", "H", "H", "H", "H", "H", "H", "H", "H", "H", "H", "H", "H", "H", "H", "H", "H", "H", "H", "H", "H", "H", "H", "H", "H", "H", "H", "H", "H", "H", "H", "H", "H", "H", "H", "H", "H", "C", "C", "O", "C", "O", "O", "C", "H", "H", "H", "H", "H", "H", "H", "H", "C", "C", "O", "C", "O", "O", "C", "H", "H", "H", "H", "H", "H", "H", "H"], "xyz": [[0.518, 2.062, 6.930], [-0.108, 1.619, 5.699], [0.830, 1.276, 4.461], [0.429, 0.019, 3.547], [-1.391, -0.507, 3.835], [-1.766, -1.211, 5.547], [-3.271, -1.002, 6.076], [-2.712, 0.747, 3.504], [-4.021, -0.071, 2.945], [1.263, -1.325, 3.933], [0.444, -2.531, 3.953], [1.642, -1.327, 5.783], [2.699, -1.485, 3.297], [2.914, -1.337, 1.782], [2.391, -2.650, 1.298], [1.998, -3.061, -0.152], [1.328, -2.581, -1.062], [2.528, -4.955, -0.678], [4.417, -1.320, 1.601], [5.329, -2.584, 0.000], [5.409, -1.703, 2.785], [6.979, -1.514, 2.364], [2.206, -0.057, 1.403], [3.008, 1.201, 2.086], [3.632, 2.294, 1.419], [2.131, 0.318, -0.145], [3.373, 0.077, -1.095], [4.460, 0.728, -1.075], [3.375, -0.861, -2.213], [3.235, -0.138, -3.446], [2.086, 0.946, -3.651], [4.029, -0.379, -4.371], [0.698, 0.180, 1.926], [-0.826, -1.263, 1.119], [0.046, 1.590, 1.469], [-0.940, 1.600, 0.215], [-0.991, 3.041, -0.185], [-2.261, 3.132, -0.880], [-2.356, 2.621, -2.391], [-3.243, 3.595, -0.249], [0.230, 3.128, 7.261], [1.286, 1.453, 7.505], [-1.247, 1.606, 5.716], [0.887, 2.285, 3.893], [1.902, 1.224, 4.905], [-1.071, -0.881, 6.390], [-1.626, -2.357, 5.464], [-3.373, -1.626, 7.042], [-3.954, -1.536, 5.313], [-3.582, 0.081, 6.230], [-3.036, 1.269, 4.483], [-2.564, 1.563, 2.736], [-3.697, -1.111, 2.556], [-4.854, -0.145, 3.715], [-4.453, 0.471, 2.019], [3.023, -2.532, 3.669], [3.284, -0.744, 3.926], [3.122, -3.451, 1.713], [1.431, -3.029, 1.841], [4.848, -0.336, 1.177], [5.314, -2.804, 3.126], [5.351, -1.060, 3.736], [7.134, -0.720, 1.563], [7.487, -2.519, 2.131], [7.564, -1.122, 3.285], [3.223, 1.238, 3.221], [3.003, 2.970, 0.751], [4.763, 2.519, 1.438], [1.218, -0.127, -0.701], [1.939, 1.443, -0.359], [2.162, 1.341, -4.731], [1.069, 0.448, -3.501], [2.191, 1.856, -2.968], [0.830, 2.399, 1.198], [-0.542, 2.117, 2.313], [-2.047, 1.384, 0.470], [-0.575, 1.080, -0.726], [-1.771, 3.360, -3.052], [-3.458, 2.563, -2.715], [-1.929, 1.558, -2.447], [-9.211, 0.889, -2.704], [-9.467, 2.341, -3.057], [-9.198, 3.195, -1.938], [-7.903, 3.471, -1.718], [-6.970, 3.077, -2.377], [-7.821, 4.243, -0.622], [-6.484, 4.540, -0.225], [-9.766, 0.608, -1.805], [-9.509, 0.233, -3.524], [-8.153, 0.714, -2.491], [-10.522, 2.474, -3.307], [-8.888, 2.652, -3.931], [-5.907, 4.957, -1.053], [-6.003, 3.641, 0.164], [-6.527, 5.284, 0.572], [2.408, -2.053, -5.960], [3.750, -2.531, -6.478], [3.605, -3.739, -7.236], [3.167, -3.583, -8.495], [2.904, -2.533, -9.031], [3.049, -4.800, -9.051], [2.509, -4.783, -10.370], [1.901, -2.849, -5.408], [2.532, -1.191, -5.306], [1.745, -1.767, -6.782], [4.402, -2.766, -5.634], [4.253, -1.760, -7.068], [3.061, -4.099, -11.018], [1.452, -4.509, -10.336], [2.594, -5.790, -10.780]], "homo_lumo_gap_ev": 5.5, "e_homo_ev": -9.44, "energy_ev": -174013.4729, "total_charge": 1}

---

{"formula": "C5H2O2", "method": "ωB97M-V with the def2-TZVPD basis set", "symbols": ["O", "C", "C", "C", "C", "O", "C", "H", "H"], "xyz": [[0.684, 3.965, 1.652], [0.547, 2.934, 1.087], [-0.080, 1.714, 0.991], [-0.265, 0.434, 0.521], [0.534, 0.200, -0.576], [1.278, 1.274, -0.886], [1.093, 2.289, -0.114], [-0.931, -0.280, 0.964], [0.654, -0.686, -1.173]], "homo_lumo_gap_ev": 9.8, "smiles": "O=c1c2ccoc12", "e_homo_ev": -9.50, "energy_ev": -9306.8250, "e_above_lowest_ev": 1.507}

---

{"formula": "C18H54BeO9S9", "method": "ωB97M-V with the def2-TZVPD basis set", "symbols": ["Be", "C", "S", "O", "C", "H", "H", "H", "H", "H", "H", "C", "S", "O", "C", "H", "H", "H", "H", "H", "H", "C", "S", "O", "C", "H", "H", "H", "H", "H", "H", "C", "S", "O", "C", "H", "H", "H", "H", "H", "H", "C", "S", "O", "C", "H", "H", "H", "H", "H", "H", "C", "S", "O", "C", "H", "H", "H", "H", "H", "H", "C", "S", "O", "C", "H", "H", "H", "H", "H", "H", "C", "S", "O", "C", "H", "H", "H", "H", "H", "H", "C", "S", "O", "C", "H", "H", "H", "H", "H", "H"], "xyz": [[0.044, -0.145, 0.052], [0.345, 1.039, -4.183], [-0.175, 2.429, -3.015], [0.122, 1.806, -1.675], [1.145, 3.754, -3.222], [0.144, 1.374, -5.200], [-0.279, 0.189, -3.908], [1.378, 0.766, -3.964], [0.915, 4.712, -2.755], [1.031, 3.876, -4.299], [2.083, 3.230, -3.039], [-3.935, -0.042, -3.273], [-2.739, -1.127, -2.429], [-1.870, -0.325, -1.475], [-3.996, -2.016, -1.519], [-4.574, -0.521, -4.014], [-3.393, 0.762, -3.771], [-4.567, 0.481, -2.555], [-3.459, -2.900, -1.177], [-4.746, -2.461, -2.173], [-4.320, -1.417, -0.668], [1.664, -2.711, -3.578], [2.686, -1.520, -2.645], [1.664, -0.956, -1.646], [3.588, -2.849, -1.744], [0.739, -2.293, -3.976], [1.639, -3.685, -3.090], [2.332, -2.809, -4.434], [4.242, -2.498, -0.946], [4.223, -3.208, -2.553], [3.013, -3.733, -1.468], [-3.915, 0.510, 2.341], [-3.278, -1.219, 2.015], [-2.017, -1.015, 1.182], [-2.362, -1.433, 3.633], [-3.981, 0.812, 1.296], [-3.266, 1.187, 2.896], [-4.932, 0.439, 2.728], [-2.803, -0.973, 4.518], [-1.528, -0.743, 3.514], [-1.875, -2.408, 3.597], [-2.036, -4.255, 0.898], [-0.803, -3.939, -0.416], [-0.579, -2.445, -0.410], [0.626, -4.806, 0.365], [-2.069, -3.443, 1.625], [-1.718, -5.097, 1.513], [-3.046, -4.577, 0.644], [1.324, -5.198, -0.374], [0.322, -5.600, 1.047], [1.129, -4.083, 1.008], [-0.446, 2.401, 4.205], [0.850, 2.209, 2.998], [0.290, 1.071, 2.165], [0.621, 3.697, 1.969], [-1.448, 2.714, 3.911], [-0.042, 2.923, 5.072], [-0.544, 1.375, 4.560], [1.111, 3.711, 0.995], [1.135, 4.500, 2.497], [-0.441, 3.932, 1.892], [4.313, 2.673, -1.117], [3.658, 1.580, 0.204], [2.283, 0.978, -0.185], [4.963, 0.366, -0.101], [3.423, 3.187, -1.480], [4.856, 2.141, -1.898], [5.064, 3.306, -0.644], [5.905, 0.841, -0.374], [4.538, -0.261, -0.885], [5.112, -0.260, 0.779], [2.910, -3.288, 3.006], [2.743, -1.677, 2.135], [1.312, -1.591, 1.553], [2.794, -0.542, 3.480], [3.758, -3.156, 3.677], [3.163, -4.160, 2.403], [2.068, -3.408, 3.688], [3.589, -0.642, 4.218], [1.889, -0.809, 4.026], [2.648, 0.455, 3.064], [-3.945, 2.839, -1.072], [-2.904, 3.193, 0.451], [-1.656, 2.287, 0.331], [-2.300, 4.842, -0.122], [-3.460, 2.502, -1.988], [-4.653, 3.652, -1.235], [-4.518, 1.970, -0.748], [-1.596, 5.264, 0.595], [-3.258, 5.361, -0.162], [-1.923, 4.902, -1.142]], "homo_lumo_gap_ev": 8.2, "e_homo_ev": -12.83, "energy_ev": -135864.0226, "total_charge": 2, "e_above_lowest_ev": 4.726}

---

{"formula": "C35H29BrCsN9O6", "method": "ωB97M-V with the def2-TZVPD basis set", "symbols": ["Cs", "N", "C", "C", "O", "N", "C", "C", "O", "O", "H", "H", "H", "H", "H", "H", "C", "O", "C", "C", "C", "C", "C", "C", "C", "N", "C", "C", "N", "C", "C", "C", "C", "N", "C", "C", "N", "C", "C", "C", "C", "H", "H", "H", "H", "H", "H", "H", "H", "H", "H", "H", "H", "H", "H", "Br", "C", "C", "N", "C", "C", "C", "C", "O", "O", "H", "H", "H", "N", "C", "C", "C", "C", "C", "N", "H", "H", "H", "H", "H", "H"], "xyz": [[1.906, -0.861, -3.825], [-1.195, -2.875, -2.490], [-0.616, -3.790, -3.480], [0.925, -3.937, -3.378], [1.460, -3.332, -2.387], [1.493, -4.668, -4.287], [2.919, -4.882, -4.161], [3.951, -3.828, -4.669], [5.152, -4.190, -4.612], [3.544, -2.724, -5.117], [-1.159, -1.924, -2.846], [-0.509, -2.855, -1.736], [-0.882, -3.461, -4.488], [-1.058, -4.783, -3.356], [3.176, -5.788, -4.719], [3.209, -5.072, -3.117], [-4.980, 0.767, 9.784], [-5.490, 1.380, 8.620], [-4.815, 1.158, 7.452], [-5.339, 1.771, 6.319], [-4.725, 1.603, 5.094], [-3.574, 0.822, 4.962], [-3.064, 0.215, 6.106], [-3.671, 0.376, 7.341], [-2.899, 0.618, 3.685], [-1.836, -0.132, 3.509], [-1.530, -0.034, 2.176], [-2.432, 0.782, 1.533], [-3.310, 1.187, 2.509], [-2.398, 1.064, 0.137], [-3.321, 1.866, -0.542], [-3.191, 2.029, -1.899], [-2.142, 1.369, -2.550], [-1.256, 0.620, -1.928], [-1.351, 0.467, -0.602], [-0.339, -0.347, 0.077], [0.672, -0.796, -0.672], [1.568, -1.595, -0.124], [1.528, -1.955, 1.229], [0.526, -1.459, 2.027], [-0.443, -0.631, 1.454], [-5.644, 1.056, 10.595], [-3.967, 1.111, 10.008], [-4.975, -0.323, 9.695], [-6.230, 2.376, 6.417], [-5.163, 2.093, 4.233], [-2.174, -0.391, 6.010], [-3.242, -0.113, 8.204], [-4.091, 1.805, 2.384], [-4.128, 2.357, -0.009], [-3.872, 2.652, -2.463], [-1.988, 1.466, -3.620], [2.330, -1.990, -0.785], [2.289, -2.617, 1.622], [0.468, -1.697, 3.081], [-2.754, 6.205, -3.510], [-1.348, 5.080, -2.878], [-0.942, 5.194, -1.561], [0.021, 4.431, -1.053], [0.601, 3.542, -1.860], [0.239, 3.349, -3.190], [-0.769, 4.142, -3.712], [0.883, 2.227, -4.021], [2.069, 1.986, -3.726], [0.145, 1.671, -4.857], [-1.410, 5.917, -0.902], [1.389, 2.924, -1.449], [-1.099, 3.987, -4.731], [5.832, -1.365, -4.161], [5.898, -0.980, -2.852], [7.061, -1.246, -2.093], [7.122, -0.831, -0.785], [6.040, -0.149, -0.230], [4.944, 0.067, -1.046], [4.859, -0.328, -2.312], [6.231, -2.287, -4.335], [4.877, -1.452, -4.520], [7.878, -1.783, -2.556], [8.007, -1.040, -0.193], [6.038, 0.195, 0.796], [4.070, 0.587, -0.662]], "homo_lumo_gap_ev": 4.5, "e_homo_ev": -1.66, "energy_ev": -133057.5639, "total_charge": -2, "e_above_lowest_ev": 0.023}